1:
The following is a quantum chemistry calculation of one molecule with the formula C7H10, from OMol25.

Positions of all 17 atoms, in Å:
C 1.42 0.22 -0.78
C 2.44 -0.74 -0.22
C 0.20 0.37 -0.29
C -1.03 1.16 -0.72
C -1.72 0.67 0.56
C -1.77 -0.82 0.60
C -0.48 -0.12 0.96
H 1.70 0.78 -1.67
H 3.28 -0.23 0.28
H 2.86 -1.34 -1.03
H 1.97 -1.42 0.50
H -0.86 2.24 -0.76
H -1.49 0.84 -1.66
H -2.36 1.28 1.19
H -1.83 -1.40 -0.32
H -2.30 -1.25 1.44
H -0.03 -0.22 1.94

Calculated values
Frontier orbital gap, eV: 9.75
Net charge: 0
SMILES: C/C=C1/C[C@H]2C[C@@H]12

2:
The following is a quantum chemistry calculation of one molecule with the formula C7H10, from OMol25.

Positions of all 17 atoms, in Å:
C -0.07 -1.85 -0.57
C 0.77 -0.98 0.33
C 1.06 0.48 0.07
C 0.20 1.33 -0.87
C -1.14 1.40 -0.16
C -1.15 0.63 0.93
C 0.20 0.08 1.24
H 0.48 -2.13 -1.47
H -0.37 -2.77 -0.05
H -0.98 -1.33 -0.88
H 1.64 -1.50 0.74
H 2.09 0.80 0.23
H 0.08 0.87 -1.86
H 0.66 2.31 -1.03
H -1.96 2.01 -0.51
H -2.02 0.43 1.56
H 0.51 0.22 2.27

Calculated values
Frontier orbital gap, eV: 10.01
Net charge: 0
SMILES: C[C@@H]1[C@@H]2C=CC[C@H]12

3:
The following is a quantum chemistry calculation of one molecule with the formula C7H10, from OMol25.

Positions of all 17 atoms, in Å:
C -1.80 0.56 -0.07
C -1.01 -0.73 -0.19
C 0.36 -0.84 -0.78
C 1.22 0.42 -0.93
C 1.43 0.88 0.50
C 0.86 0.06 1.38
C 0.16 -1.08 0.70
H -2.56 0.62 -0.86
H -2.31 0.62 0.89
H -1.17 1.45 -0.16
H -1.64 -1.59 -0.41
H 0.56 -1.67 -1.45
H 0.72 1.19 -1.53
H 2.17 0.20 -1.43
H 1.95 1.80 0.75
H 0.86 0.19 2.46
H 0.20 -2.07 1.14

Calculated values
Frontier orbital gap, eV: 9.93
Net charge: 0
SMILES: C[C@@H]1[C@@H]2C=CC[C@H]12

3 has the most favorable energy; the next structure is 0.0030 hartree above.

1:
The following is a quantum chemistry calculation of a 3-piece molecular cluster, C3H9N2O2 overall, from OMol25.

Positions of all 16 atoms, in Å:
C 1.68 -0.94 -1.65
C 0.62 -1.70 -1.26
N -0.28 -0.82 -0.66
C 0.28 0.39 -0.55
N 1.42 0.35 -1.24
H 2.37 -1.12 -2.44
H 0.25 -2.63 -1.64
H -1.01 -1.03 -0.02
H -0.11 1.26 -0.04
H 2.03 1.14 -1.31
H 0.54 1.61 2.51
H 0.36 3.00 1.99
O 0.28 2.08 1.70
H -2.86 -0.37 2.33
H -3.04 -0.44 0.77
O -2.54 -0.77 1.52

Calculated values
Frontier orbital gap, eV: 11.53
Net charge: +1

2:
The following is a quantum chemistry calculation of a 3-piece molecular cluster, C3H9N2O2 overall, from OMol25.

Positions of all 16 atoms, in Å:
C -1.30 -1.55 0.48
C -2.55 -1.08 0.96
N -2.53 0.37 0.79
C -1.33 0.66 0.06
N -0.56 -0.47 0.02
H -0.83 -2.58 0.51
H -3.35 -1.65 1.43
H -3.20 0.93 1.15
H -1.06 1.62 -0.28
H 0.38 -0.52 -0.46
H 2.12 -0.82 -2.00
H 2.49 0.40 -1.17
O 1.76 -0.20 -1.41
H 3.16 2.38 0.03
H 3.25 0.90 0.26
O 3.56 1.61 -0.37

Calculated values
Frontier orbital gap, eV: 10.54
Net charge: +1

3:
The following is a quantum chemistry calculation of an isolated ion of composition C3H9N2O2 and charge +1, from OMol25.

Positions of all 16 atoms, in Å:
C 1.26 0.15 -0.11
C -0.88 1.09 -0.88
C -0.80 -0.11 1.22
N 1.84 -0.99 0.13
N -0.31 -0.01 -0.10
O 1.74 1.23 -0.35
O -0.55 -1.21 -0.73
H -1.99 0.84 -1.00
H -1.01 1.95 -0.16
H -0.32 1.21 -1.87
H -0.38 -1.12 1.54
H -0.33 0.72 1.92
H -1.92 -0.01 1.26
H 1.47 -1.79 0.42
H 2.79 -0.95 0.46
H -0.62 -0.98 -1.74

Calculated values
Frontier orbital gap, eV: 12.22
Net charge: +1
SMILES: C[N+](C)(O)C(N)=O

4:
The following is a quantum chemistry calculation of C3H9N2O2 as an isolated structure, from OMol25.

Positions of all 16 atoms, in Å:
C -1.96 -0.19 0.15
C -0.51 -0.59 -0.25
C 0.37 0.62 -0.05
N 3.22 0.64 -0.22
N 2.14 -0.02 -0.13
O 4.34 0.21 0.14
O 2.25 -1.22 0.41
H -2.05 0.18 1.22
H -2.53 0.36 -0.59
H -2.55 -1.11 0.01
H -0.46 -0.82 -1.35
H -0.34 -1.36 0.50
H 0.06 1.27 -0.77
H 0.34 0.91 0.98
H 3.17 1.67 -0.46
H 3.24 -1.32 0.51

Calculated values
Frontier orbital gap, eV: 10.01
Net charge: +1

1 has the most favorable energy; the next structure is 0.0212 hartree above.

1:
The following is a quantum chemistry calculation of a 2-piece molecular cluster, C3H9N2O2 overall, from OMol25.

Positions of all 16 atoms, in Å:
C 0.60 1.00 0.77
C -0.49 -1.61 -1.32
C -1.43 -0.96 -0.39
N 1.31 0.78 1.83
N 0.79 2.08 0.01
O -1.43 -1.21 0.88
O -2.25 -0.07 -0.86
H -0.44 -0.93 -2.20
H 0.31 -1.98 -0.77
H -0.88 -2.42 -1.87
H 1.15 -0.14 2.38
H 1.91 1.41 2.43
H 0.19 1.98 -0.87
H 1.64 2.68 0.01
H -1.04 -2.08 1.19
H -2.87 0.47 -0.26

Calculated values
Frontier orbital gap, eV: 7.60
Net charge: +1

2:
The following is a quantum chemistry calculation of C3H9N2O2 as an isolated structure, from OMol25.

Positions of all 16 atoms, in Å:
C 0.75 -0.50 0.85
C 0.34 0.86 0.29
C 0.43 -1.94 0.42
N -0.55 1.70 0.80
N -0.98 0.45 -1.49
O 2.27 0.10 0.06
O 1.42 1.17 -0.38
H 0.86 -0.44 1.88
H -0.19 -2.38 1.19
H 1.29 -2.68 0.31
H -0.25 -1.98 -0.46
H -0.64 2.76 0.62
H -1.41 1.32 1.30
H -1.54 -0.31 -1.59
H -0.35 0.54 -2.29
H -1.46 1.34 -1.54

Calculated values
Frontier orbital gap, eV: 10.53
Net charge: +1

3:
The following is a quantum chemistry calculation of a 2-piece molecular cluster, C3H9N2O2 overall, from OMol25.

Positions of all 16 atoms, in Å:
C 0.36 -1.23 -0.11
C -1.70 1.61 -0.02
C 0.62 1.13 0.63
N 0.90 -2.18 0.62
N -0.04 -1.55 -1.33
O 1.85 1.51 0.72
O -0.24 1.81 -0.14
H -1.98 2.35 0.65
H -1.80 0.53 0.25
H -2.03 1.97 -0.94
H 0.20 0.55 1.51
H 1.07 -2.00 1.60
H 0.78 -3.10 0.28
H -0.28 -0.78 -2.09
H -0.08 -2.54 -1.65
H 2.36 1.90 0.02

Calculated values
Frontier orbital gap, eV: 9.77
Net charge: +1

1 has the most favorable energy; the next structure is 0.0063 hartree above.